C9H10OS | ωB97M-V/def2-TZVPD

Net charge: 0
HOMO-LUMO gap in eV: 9.411
HOMO level in eV: -8.8
M in g mol⁻¹: 166.2
E_LUMO in eV: 0.569
ΔE to the lowest compared entry with this formula, charge and spin in kJ/mol: 212.2
SMILES: C#CC(=O)CC.c1ccsc1

Geometry as XYZ:
```
21
Properties=species:S:1:pos:R:3:forces:R:3
C -0.487976 -2.562740 -0.044378 1.58 1.73 0.46
C 0.230815 -1.649715 0.252501 -0.57 -0.54 0.50
C 1.131403 -0.607007 0.734783 -0.64 -0.80 -1.72
O 1.153224 -0.279016 1.880314 0.40 0.61 0.91
C 1.994718 -0.141537 -0.403873 -1.58 1.75 -0.25
C 2.961549 0.931729 -0.016482 -1.14 3.59 -1.88
H -0.999379 -3.403150 -0.285873 -1.38 -1.81 -0.63
H 2.544324 -0.987881 -0.658669 0.86 -1.79 -0.82
H 1.322912 0.129207 -1.333646 1.23 -0.49 1.89
H 3.519772 1.174136 -0.971431 0.01 -0.29 1.32
H 3.608139 0.704153 0.825521 -0.08 0.06 -0.06
H 2.345662 1.954729 0.138185 1.50 -2.26 0.22
C -1.601550 0.818849 0.771211 -1.08 -0.07 -0.89
C -1.685863 1.194357 -0.593497 -0.54 -0.98 -0.05
C -2.620636 0.463677 -1.299348 -0.18 -0.09 0.58
S -3.447084 -0.650949 -0.267044 0.76 0.55 0.11
C -2.510004 -0.159147 1.059522 0.71 1.07 -0.65
H -0.902166 1.355004 1.391355 -0.11 -0.45 0.55
H -0.965388 1.924594 -0.858890 0.11 0.68 -1.24
H -3.032429 0.412700 -2.292453 0.59 0.63 -0.35
H -2.560033 -0.621999 1.972186 -0.47 -1.13 2.01
```
Positions in Å, forces in eV/Å.